C25H32N6O3S | wB97M-V/def2-TZVPD

Results
- orbital gap (eV) = 7.520
- multiplicity = 1

Cartesian coordinates (Å):
C -10.6690 -1.6116 2.2948
C -9.1660 -1.5059 1.6202
H -8.5019 -0.9018 2.3063
H -8.8592 -2.5262 1.4109
C -9.2986 -0.8811 0.1582
C -7.9880 -0.6739 -0.1762
C -7.5319 -1.5392 -1.0301
C -6.1177 -1.3007 -1.8055
O -5.6097 -1.9748 -2.6219
N -5.3435 -0.3224 -1.0418
C -6.0192 0.6868 -0.0532
N -7.2785 0.4752 0.2475
S -4.7925 1.4787 0.4152
C -3.6158 1.0691 -0.6033
N -4.1068 -0.0150 -1.4602
N -2.4997 1.4924 -0.6809
C -1.7838 2.2138 0.2395
H -2.6339 2.8229 0.8481
C -0.8065 1.6644 1.0436
H -0.4256 2.2839 1.9043
H -1.5686 0.8666 1.6085
C 0.0020 0.8340 0.4722
C 1.1796 1.7604 -0.2456
O 0.9501 2.8958 -0.2610
N 2.3174 1.2243 -0.9836
C 2.8568 -0.2789 -0.5435
H 2.0112 -1.1090 -0.0918
C 4.0482 -0.1210 0.3401
N 4.9673 0.4822 -0.1277
C 6.4182 0.1961 0.0986
C 6.8510 -0.9647 -0.1389
C 8.1438 -1.4261 -0.0052
C 9.1190 -0.3619 0.4609
C 8.6159 0.7752 0.5234
C 7.2788 1.1634 0.3541
H 7.0441 2.4580 0.5063
H 9.3691 1.6886 0.6267
H 10.1288 -0.6008 0.8720
O 8.4624 -2.6797 -0.0041
C 9.7020 -2.9956 0.2455
H 10.2551 -2.9908 1.3242
H 9.6886 -4.1271 0.2213
H 10.3810 -2.6816 -0.5453
H 6.1253 -2.0186 -0.3381
C 4.5046 1.9432 -0.5070
H 5.5484 2.3803 -0.9555
C 3.4459 1.7660 -1.2823
H 3.1042 2.7398 -1.4008
H 3.6491 1.5578 -2.4105
H 4.2383 2.4442 0.5691
H 4.3942 -1.2497 0.4844
H 3.7473 0.1857 1.2982
H 3.2389 -0.6637 -1.6050
H 0.6739 -0.0266 1.1195
C -0.4707 -0.1416 -0.6644
H 0.1783 -0.4838 -1.2099
C -1.4873 0.7759 -1.7096
H -2.0850 0.2633 -2.3338
H -0.8218 1.6943 -2.1103
H -1.0768 -0.8431 -0.0241
H -1.1544 3.0550 -0.4178
H -8.0087 -2.1845 -1.5510
H -9.9154 -1.1953 -0.4831
H -9.8606 0.2671 0.6101
H -10.6749 -2.2880 3.1758
H -11.0891 -0.7001 2.4532
H -11.3781 -2.2197 1.5705